# 1
Molecular formula: C4H9O3P
Method: DFT, ωB97M-V/def2-TZVPD

Last column: Mulliken charge in e.
Atoms and positions in Å:
C: -0.2627 -0.3130 -1.5897  -0.542
C: -1.5253 -1.0255 -1.2556  0.396
C: 1.3229 -0.2985 1.6616  -1.040
C: 0.1435 0.5692 1.2417  -0.475
O: 1.6127 1.8258 -0.9276  -0.580
O: -1.9344 -0.8956 0.0714  -0.401
O: -2.1253 -1.5933 -2.0952  -0.505
P: -0.1054 1.3025 -0.5322  0.225
H: 0.3689 -1.1246 -1.3896  0.317
H: -0.2934 0.0639 -2.5570  0.366
H: 1.1594 -0.6087 2.7014  0.329
H: 1.1371 -1.1310 1.0566  0.277
H: 2.3196 0.1350 1.4326  0.306
H: 0.1521 1.5573 1.6826  0.367
H: -0.7185 -0.0112 1.5004  0.319
H: -2.8112 -1.2910 0.1370  0.317
H: 1.5601 2.8388 -1.1385  0.323

Forces on the atoms, in the same order (eV/Å):
C -0.71 1.85 3.12
C -0.33 1.83 0.85
C 0.03 1.37 -0.29
C 0.72 1.71 -1.07
O -2.73 1.65 0.08
O 0.18 -0.42 -1.46
O -1.51 -1.35 -0.56
P 2.70 -1.34 0.24
H 2.20 -0.60 -0.04
H 0.08 -0.14 -1.96
H 0.49 0.25 -0.17
H 0.54 -1.88 -0.78
H -0.67 -0.34 0.42
H -0.15 0.06 1.05
H -0.68 0.50 0.05
H -0.17 -0.25 -0.06
H 0.00 -2.91 0.59

## Properties
LUMO level = 0.63 eV
HOMO-LUMO gap = 10.0 eV
Charge = 0
SMILES string = CCP(O)CC(=O)O
Energy relative to the best compared isomer or geometry (same formula, charge and spin) = 35.94 kcal/mol

---

# 2
Molecular formula: C4H9O3Pr
Method: DFT, ωB97M-V/def2-TZVPD

Last column: Löwdin spin population.
Atoms and positions in Å:
H: -1.4477 0.6916 -1.9852  0.000
C: 0.9993 1.6445 1.0443  0.001
O: 0.8128 0.2304 0.9395  -0.001
C: 0.2347 -0.3861 2.0155  0.002
C: -0.5644 -1.4452 1.8799  0.002
H: 1.4065 1.9721 0.0823  0.001
H: 0.0360 2.1391 1.2220  0.000
H: 1.6984 1.8671 1.8615  0.000
H: 0.3167 0.1785 2.9480  0.000
H: -1.4616 -1.4211 -1.4713  0.000
H: -0.5494 -2.0843 0.9969  0.001
H: -1.0557 -1.8472 2.7645  0.000
O: -0.7078 -1.2586 -2.0745  -0.004
C: -0.7421 0.0994 -2.6381  0.000
O: 0.5278 0.5367 -2.6454  -0.013
Pr: 1.6744 -0.9220 -1.2886  3.011
H: -1.1780 0.0050 -3.6513  0.000

Forces on the atoms, in the same order (eV/Å):
H 0.60 -0.34 -0.51
C 0.02 0.42 0.23
O 0.73 -0.65 -0.81
C -1.59 0.22 0.38
C 1.08 -0.28 0.53
H -0.09 0.06 0.24
H 0.25 -0.11 -0.08
H -0.16 0.02 -0.24
H 0.04 -0.22 -0.22
H 0.39 0.14 -0.65
H -0.40 0.40 -0.07
H 0.21 0.07 -0.24
O -0.43 -0.89 1.13
C -0.92 0.77 -0.26
O 0.75 -0.34 0.78
Pr -0.64 0.67 -0.56
H 0.17 0.05 0.36

## Properties
LUMO level (spin up / spin down) = -3.95 / -4.11 eV
Spin multiplicity = 4
HOMO-LUMO gap (spin up / spin down) = 6.6 / 8.7 eV
Charge = +1
Energy relative to the best compared isomer or geometry (same formula, charge and spin) = 0.00 kcal/mol

---

# 3
Molecular formula: C4H9O4Ru
Method: DFT, ωB97M-V/def2-TZVPD

Last column: Löwdin spin population.
Atoms and positions in Å:
C: -3.5351 -0.9913 -0.0888  0.023
O: -2.2651 -0.4995 -0.4781  0.282
H: -3.9948 -1.4335 -0.9786  0.000
H: -3.4246 -1.7477 0.7003  0.008
H: -4.1609 -0.1625 0.2756  0.012
O: 2.3395 1.2952 1.3281  0.428
O: -1.0855 2.6142 0.5300  0.442
C: -2.1069 1.8051 0.6075  0.202
C: -1.4989 0.1805 0.4592  0.203
O: 0.4557 0.7436 2.5038  0.518
C: 1.8067 0.4255 2.2872  0.082
Ru: 0.6496 2.1325 1.1959  3.690
H: -2.8214 1.8581 -0.2293  0.008
H: -2.5917 1.7282 1.5990  0.023
H: -0.5049 0.3362 0.0273  0.017
H: -1.6451 -0.1996 1.4852  0.020
H: 2.3745 0.5097 3.2439  0.021
H: 1.8941 -0.6312 1.9398  0.021

Forces on the atoms, in the same order (eV/Å):
C -0.64 -0.23 0.31
O 1.68 1.31 0.89
H 0.21 0.15 0.26
H -0.01 0.20 -0.16
H 0.09 -0.17 -0.07
O 0.33 -0.08 0.09
O -1.81 0.74 -0.66
C -1.23 0.15 0.08
C -1.73 -1.89 -1.36
O -0.17 -0.85 0.88
C 1.44 -2.09 1.49
Ru 1.58 2.31 -0.95
H 0.25 0.11 0.19
H 0.13 0.13 -0.28
H -0.27 -0.57 0.23
H 0.58 0.11 -0.45
H -0.32 0.08 -0.54
H -0.09 0.59 0.06

## Properties
LUMO level (spin up / spin down) = -2.94 / -8.10 eV
Spin multiplicity = 7
HOMO-LUMO gap (spin up / spin down) = 9.7 / 6.3 eV
Charge = +1
Energy relative to the best compared isomer or geometry (same formula, charge and spin) = 0.00 kcal/mol

---

# 4
Molecular formula: C4H9O4Tm
Method: DFT, ωB97M-V/def2-TZVPD

Last column: Löwdin spin population.
Atoms and positions in Å:
C: -4.6178 -0.4133 0.8212  0.104
O: -3.9646 -1.2034 -0.0744  0.810
H: -5.3658 0.2521 0.3644  0.004
H: -5.0974 -1.0972 1.5557  0.059
H: -3.9021 0.1630 1.4377  0.021
O: 1.8842 -3.0062 0.0438  0.000
O: 0.4218 0.1244 -0.8992  0.003
C: -0.7093 0.0848 -0.1070  0.002
C: -0.9144 -1.3077 0.5387  -0.001
O: 0.3914 -1.7162 1.1836  -0.001
C: 0.9085 -3.0622 0.9943  0.001
Tm: 1.9905 -1.0567 -0.4168  1.997
H: -1.6275 0.3010 -0.6870  0.002
H: -0.6689 0.8272 0.7167  0.000
H: -1.0899 -2.0359 -0.2716  0.000
H: -1.5751 -1.2095 1.4139  -0.001
H: 1.2877 -3.3747 1.9857  0.000
H: 0.0572 -3.7112 0.7089  0.000

Forces on the atoms, in the same order (eV/Å):
C 0.16 0.26 0.25
O 0.05 -0.06 -0.05
H 0.03 -0.27 0.16
H -0.07 0.13 -0.28
H -0.14 -0.02 -0.08
O 0.34 -0.07 -0.40
O 1.38 -0.76 0.12
C -1.51 -0.21 1.08
C 1.13 0.47 0.24
O 0.45 1.29 -0.91
C -1.26 -1.09 0.83
Tm -0.49 0.73 -0.08
H 0.36 -0.09 0.18
H 0.14 -0.13 -0.44
H -0.57 0.03 0.75
H -0.33 -0.60 -0.94
H -0.05 0.15 -0.48
H 0.39 0.22 0.03

## Properties
LUMO level (spin up / spin down) = -5.56 / -5.49 eV
Spin multiplicity = 4
HOMO-LUMO gap (spin up / spin down) = 8.0 / 7.4 eV
Charge = +1

---

# 5
Molecular formula: C4H9OP
Method: DFT, ωB97M-V/def2-TZVPD

Last column: Mulliken charge in e.
Atoms and positions in Å:
C: 3.0227 -0.1033 -0.5649  -0.535
C: 3.7509 0.2684 0.2869  -0.219
C: -0.1660 0.9617 0.5749  -0.966
C: -2.0677 -0.4301 -1.1876  -0.989
O: -1.7786 -1.0905 1.4750  -0.511
P: -0.8106 -0.7949 0.1345  0.295
H: 2.3763 -0.3823 -1.3969  0.374
H: -1.2480 -1.6880 1.9890  0.316
H: 4.0919 0.7021 1.1506  0.382
H: -0.8272 1.7037 0.9433  0.386
H: 0.7075 0.9521 1.2832  0.224
H: 0.1143 1.3008 -0.4058  0.287
H: -2.9919 -0.4723 -0.6465  0.279
H: -2.0407 0.4038 -1.8236  0.374
H: -2.1329 -1.3314 -1.8120  0.304

Forces on the atoms, in the same order (eV/Å):
C -1.55 -0.80 -2.43
C -0.20 0.15 0.31
C 0.72 -1.63 -0.08
C -0.11 -2.26 1.14
O -0.19 0.39 -1.02
P 0.75 1.68 0.53
H 0.65 0.07 0.76
H 0.07 -0.58 0.61
H 1.13 0.56 1.36
H -1.25 0.33 0.44
H -0.69 -0.31 -0.96
H 0.76 0.41 -0.45
H -0.82 0.43 0.31
H 0.44 1.36 -0.49
H 0.29 0.20 -0.03

## Properties
LUMO level = 1.00 eV
HOMO-LUMO gap = 9.7 eV
Charge = 0
SMILES string = CP(C)O.C#C
Energy relative to the best compared isomer or geometry (same formula, charge and spin) = 45.10 kcal/mol

---

# 6
Molecular formula: C4H9OP3
Method: DFT, ωB97M-V/def2-TZVPD

Last column: Mulliken charge in e.
Atoms and positions in Å:
C: -2.2206 1.7442 -0.0120  0.111
C: 2.3460 -0.8220 -0.6834  -0.914
C: 1.1812 -1.0303 0.3340  -0.446
C: -0.1216 -1.4178 -0.3325  -0.360
O: -0.5918 -0.3354 -1.2420  -0.268
P: -2.8582 1.6868 -1.5959  -0.095
P: -2.5024 1.6676 1.7747  -0.133
P: -0.6852 1.3261 -1.1804  0.015
H: -3.1409 2.9119 2.2850  0.078
H: 3.1149 -0.2872 -0.1952  0.348
H: 2.9365 -1.7009 -1.1160  0.309
H: 1.8814 -0.0607 -1.4369  0.162
H: 1.1634 -0.1166 0.9577  0.252
H: 1.4123 -1.8667 0.9862  0.342
H: 0.1840 -2.2427 -1.0379  0.257
H: -0.9199 -1.6053 0.3456  0.297
H: -1.1792 2.1490 2.1490  0.046

Forces on the atoms, in the same order (eV/Å):
C 0.39 -0.18 -2.25
C -1.23 0.61 -1.23
C 1.08 -0.34 -0.11
C 1.39 1.79 -2.08
O 0.00 -0.34 0.05
P 1.11 0.12 1.96
P 0.89 0.89 0.41
P -1.76 -0.71 1.43
H 0.35 -0.91 -1.07
H 0.85 0.82 0.69
H -1.66 0.87 0.24
H 1.30 -1.71 0.67
H -0.48 -0.42 -0.26
H 0.17 -0.11 0.39
H -1.06 0.53 0.81
H -0.56 -0.56 0.47
H -0.79 -0.36 -0.11

## Properties
LUMO level = -0.22 eV
HOMO-LUMO gap = 8.4 eV
Charge = 0
SMILES string = CCCOP1#P=C1P
Energy relative to the best compared isomer or geometry (same formula, charge and spin) = 5.87 kcal/mol

---

# 7
Molecular formula: C4H9OS
Method: DFT, ωB97M-V/def2-TZVPD

Last column: Mulliken charge in e.
Atoms and positions in Å:
C: 0.9315 0.4022 -1.9688  -0.478
O: 0.7485 1.4719 -2.7543  -0.871
C: 0.5683 0.5652 -0.5082  -0.691
C: 0.1547 -0.6648 0.3101  -0.327
C: -0.4235 -0.2666 1.6854  -0.707
S: -2.0853 -1.0832 2.0105  -0.292
H: 0.2056 -0.4860 -2.3213  0.077
H: 1.9446 -0.1118 -2.0733  0.174
H: -0.3704 1.1551 -0.5232  0.273
H: 1.1564 1.3038 0.0807  0.379
H: 0.9839 -1.3828 0.3428  0.305
H: -0.6668 -1.1132 -0.2431  0.341
H: 0.2291 -0.5430 2.5353  0.315
H: -0.5060 0.8157 1.7522  0.391
H: -2.8707 -0.0625 1.6754  0.111

Forces on the atoms, in the same order (eV/Å):
C -0.70 -1.42 -1.82
O 0.42 0.06 0.56
C -1.48 1.48 1.34
C 0.26 0.36 -0.33
C 0.33 -0.66 0.22
S 0.83 0.29 0.27
H 0.76 0.65 0.57
H -0.18 0.34 0.31
H 0.02 -0.11 -0.41
H 0.64 -0.70 -0.33
H -0.23 -0.08 0.39
H 0.15 -0.32 -0.16
H -0.37 -0.11 -0.41
H -0.41 0.01 -0.06
H -0.03 0.19 -0.14

## Properties
LUMO level = 3.02 eV
HOMO-LUMO gap = 5.2 eV
Charge = -1
SMILES string = [O-]CCCCS
Energy relative to the best compared isomer or geometry (same formula, charge and spin) = 39.73 kcal/mol

---

# 8
Molecular formula: C4H9OS
Method: DFT, ωB97M-V/def2-TZVPD

Last column: Mulliken charge in e.
Atoms and positions in Å:
C: 2.2551 0.3612 1.7121  -1.041
C: 0.9234 0.9839 2.1200  -0.423
S: -0.4981 0.2854 1.2167  -0.691
H: 2.3600 0.4261 0.6264  0.262
H: 2.2544 -0.7003 1.9611  0.255
H: 3.1188 0.8578 2.1748  0.322
H: 0.9621 2.0682 1.9727  0.213
H: 0.7776 0.8546 3.2005  0.197
C: -1.6114 -1.6236 -1.6313  -0.726
C: -1.6800 -0.3932 -2.0946  0.190
O: -2.0897 -0.1470 -3.3918  -0.518
H: -1.1751 -1.7851 -0.6571  0.214
H: -1.9848 -2.4601 -2.2100  0.241
H: -1.4295 0.4704 -1.4906  0.179
H: -2.1827 0.8018 -3.5088  0.326

Forces on the atoms, in the same order (eV/Å):
C -0.12 0.09 -0.19
C -0.14 0.07 0.17
S 0.04 0.06 0.07
H 0.04 0.02 0.00
H 0.08 -0.04 0.07
H -0.01 -0.07 0.09
H 0.07 0.02 -0.13
H 0.04 -0.09 -0.05
C -0.02 -0.29 0.12
C -0.06 0.06 -0.21
O -0.23 0.17 -0.05
H -0.15 0.06 0.13
H 0.18 -0.02 -0.12
H 0.26 0.00 0.04
H 0.03 -0.04 0.06

## Properties
LUMO level = 3.48 eV
HOMO-LUMO gap = 5.8 eV
Charge = -1
Energy relative to the best compared isomer or geometry (same formula, charge and spin) = 18.94 kcal/mol

---

# 9
Molecular formula: C4H9P
Method: DFT, ωB97M-V/def2-TZVPD

Last column: Mulliken charge in e.
Atoms and positions in Å:
C: -0.3497 0.7177 -0.4115  -0.039
C: 0.8114 0.2340 0.4673  0.070
C: -0.8151 -0.1743 -1.5001  -1.216
C: 0.6535 0.0486 1.9409  -0.930
P: 1.4141 1.5492 -0.5187  -0.055
H: -1.1646 1.2450 0.1230  0.434
H: 0.7757 -2.0327 -0.6591  0.018
H: 0.1783 -0.4962 -1.8419  0.278
H: -1.3774 0.1744 -2.3757  0.292
H: -1.2029 -1.1412 -1.1089  0.295
H: -0.5032 -0.2448 1.9615  0.228
H: 0.8008 0.9371 2.5397  0.309
H: 1.3143 -0.7342 2.2633  0.319
H: 1.5927 0.8129 -1.5749  -0.004

Forces on the atoms, in the same order (eV/Å):
C 0.68 0.78 1.88
C -1.95 -0.46 -0.58
C 1.50 -1.56 -0.79
C -2.94 -0.67 -1.20
P -1.04 2.26 1.76
H 0.73 -0.06 -0.04
H 0.21 0.45 0.47
H -0.43 -0.33 -0.87
H -0.02 0.32 0.61
H -0.39 0.77 -0.04
H 2.57 0.23 0.90
H 0.14 0.34 0.06
H 0.04 -0.44 0.50
H 0.89 -1.63 -2.66

## Properties
LUMO level (spin up / spin down) = -0.15 / -0.47 eV
HOMO-LUMO gap (spin up / spin down) = 9.1 / 7.7 eV
Charge = 0
Energy relative to the best compared isomer or geometry (same formula, charge and spin) = 117.32 kcal/mol

---

# 10
Molecular formula: C4H9P
Method: DFT, ωB97M-V/def2-TZVPD

Last column: Mulliken charge in e.
Atoms and positions in Å:
C: -2.0007 1.1798 0.3769  -0.772
C: -0.8894 0.3370 -0.1218  -0.165
C: 1.4374 -0.6530 -0.6451  -1.181
C: 0.5033 -0.6014 0.5620  -0.234
P: -2.5461 -0.4382 -0.3210  -0.079
H: -2.1461 1.6015 1.3217  0.309
H: -2.2076 1.9511 -0.3396  0.250
H: -0.5308 0.8017 -1.0615  0.299
H: 1.7255 0.4250 -0.8517  0.286
H: 0.9161 -1.0842 -1.4788  0.324
H: 2.2520 -1.3381 -0.4630  0.371
H: 0.9666 -0.1213 1.4828  0.265
H: 0.2664 -1.6480 0.8044  0.335
H: -2.1876 -1.2090 0.8152  -0.009

Forces on the atoms, in the same order (eV/Å):
C 0.18 -0.30 -0.55
C 3.24 -1.10 -0.26
C -0.05 1.56 0.78
C -1.85 1.73 -0.61
P 0.10 -0.42 0.30
H -0.11 -0.19 1.71
H -0.18 0.33 -0.41
H 0.21 -0.65 0.59
H 0.22 -1.54 -0.17
H -0.40 0.10 -0.57
H 0.69 0.26 0.16
H -0.72 -0.34 -1.28
H -0.68 0.57 0.15
H -0.64 0.00 0.16

## Properties
LUMO level = 1.23 eV
HOMO-LUMO gap = 10.7 eV
Charge = 0
SMILES string = CC[C@@H]1CP1
Energy relative to the best compared isomer or geometry (same formula, charge and spin) = 25.37 kcal/mol

---

Number 1: electronic energy -19724.603 eV, M 136.09 g mol⁻¹. Number 2: electronic energy -24497.059 eV, M 246.02 g mol⁻¹. Number 3: electronic energy -15051.020 eV, M 222.18 g mol⁻¹. Number 4: electronic energy -42004.514 eV, M 290.05 g mol⁻¹. Number 5: electronic energy -15627.679 eV, M 104.09 g mol⁻¹. Number 6: electronic energy -34205.069 eV, M 166.04 g mol⁻¹. Number 7: electronic energy -17175.658 eV, M 105.18 g mol⁻¹. Number 8: electronic energy -17176.559 eV, M 105.18 g mol⁻¹. Number 9: electronic energy -13576.212 eV, M 88.09 g mol⁻¹. Number 10: electronic energy -13580.200 eV, M 88.09 g mol⁻¹.